Density functional theory data (ωB97M-V with the def2-TZVPD basis set) for a 2-piece molecular cluster, C4H8O2 overall.

XYZ file:
```
14
C4H8O2 (ωB97M-V with the def2-TZVPD basis set)
C 1.28527 -1.23750 -0.11063
C 0.56141 0.82753 0.67916
O 1.38694 1.78205 0.28845
C -0.70931 0.87549 -0.12453
O -0.81825 1.76720 -0.95835
C -1.78276 -0.13569 0.14044
H 0.72346 -2.15077 0.11829
H 2.34179 -1.44437 0.09463
H 1.16475 -0.98470 -1.15802
H 0.98921 -0.23172 1.03575
H 1.01798 2.14619 -0.55280
H -1.93018 -0.69417 -0.79096
H -2.75476 0.30493 0.40800
H -1.47555 -0.82446 0.93055
```

Density functional theory data (ωB97M-V with the def2-TZVPD basis set) for C4H8O2 as an isolated structure.

XYZ file:
```
14
C4H8O2 (ωB97M-V with the def2-TZVPD basis set)
C 2.38373 -0.17891 0.38015
O 1.33118 0.16268 -0.31877
C 0.10876 0.12510 0.15800
C -0.95567 0.46655 -0.79561
C -2.36201 0.43266 -0.39378
O -1.69673 1.67256 -0.55581
H 3.30675 -0.16072 -0.18395
H 2.37245 0.00183 1.45150
H 1.39074 -1.79579 0.72746
H -0.02589 0.31725 1.22118
H 0.59570 -1.70591 0.65328
H -0.70422 0.29320 -1.84218
H -2.61689 0.16613 0.63328
H -3.12791 0.20337 -1.13476
```

14
Properties=species:S:1:pos:R:3 method="wB97M-V/def2-TZVPD" smiles="CC=O.CC=O"
O 2.46983 1.56510 1.05647
C 1.82391 0.81851 0.27825
C 1.00256 1.36458 -0.91774
H 1.70261 -0.27908 0.44641
H 1.11076 2.45961 -0.84164
H -0.06922 1.12287 -1.01507
H 1.52448 1.02183 -1.82699
O -1.50763 0.37409 1.30504
C -1.97808 -0.58746 0.76008
C -0.95925 -1.54644 0.14066
H -3.02611 -0.94082 0.60374
H -0.11105 -1.63282 0.84045
H -0.57797 -1.19403 -0.83251
H -1.40485 -2.54597 0.00287

Density functional theory data (ωB97M-V with the def2-TZVPD basis set) for a 2-piece molecular cluster, C4H8O2 overall at a distorted geometry.

XYZ file:
```
14
C4H8O2 (ωB97M-V with the def2-TZVPD basis set)
O -2.68179 0.06102 -0.04166
C 1.01231 0.11787 -1.62992
C -0.14564 -0.02795 -0.95092
C -0.25938 0.03717 0.56469
C 1.15667 -0.21415 1.24251
O 2.12179 0.61687 0.84075
H 1.08872 0.19080 -2.73102
H 1.90200 0.04820 -0.99849
H -1.21548 0.03545 -1.27832
H -1.19709 -0.48983 0.79341
H -0.49197 1.10393 0.79962
H 0.93815 -0.14025 2.33350
H 1.41165 -1.27342 1.02214
H -3.63993 -0.06570 0.03370
```

14
Properties=species:S:1:pos:R:3 method="wB97M-V/def2-TZVPD" smiles="CO/C=C/OC"
C -0.02540 1.43879 -2.52463
C 0.10447 0.26106 -0.59490
C -0.28866 -0.26441 0.46360
C 0.15842 -1.37046 2.49855
H -0.25147 0.89347 -3.43203
H 1.02235 1.56057 -2.20437
H -0.33964 2.37234 -2.47246
H 1.11781 0.45742 -0.86990
H -1.48201 -0.16393 0.86612
H 0.84269 -2.23734 3.15433
H -0.08556 -0.40000 3.22159
H -0.79234 -2.02599 2.20741
O -0.72775 0.40471 -1.57921
O 0.74709 -0.92623 1.26590

14
Properties=species:S:1:pos:R:3 method="wB97M-V/def2-TZVPD" smiles="C[C@H](C=O)CO"
C -1.33189 -1.08331 0.28884
C -0.23192 0.03616 0.26503
C 1.32556 -0.11472 -0.14075
O 2.11082 0.92684 0.49250
C -0.82969 1.16901 -0.56836
O -1.99831 1.14099 -0.88507
H -2.34379 -0.71283 0.61151
H -1.08999 -1.86338 1.01520
H -1.57073 -1.53981 -0.68261
H -0.14194 0.37335 1.31487
H 1.72940 -1.08388 0.18167
H 1.49721 -0.01278 -1.23348
H 3.04776 0.76091 0.27284
H -0.17250 2.00346 -0.93218

14
Properties=species:S:1:pos:R:3 method="wB97M-V/def2-TZVPD" smiles=CO[C@H]1O[C@@H]1C
C -1.81719 -1.18014 1.20087
O -1.25282 0.08941 0.91475
C 0.39838 0.51276 -0.82776
C 1.71408 1.14188 -1.18703
C 0.06265 0.03661 0.50982
O 0.40327 -0.88306 -0.50074
H -2.71553 -1.00162 1.79590
H -2.09129 -1.69725 0.27526
H -1.12484 -1.81034 1.77268
H -0.45666 0.79894 -1.43971
H 1.58099 2.22157 -1.30487
H 2.46673 0.95975 -0.41469
H 2.08419 0.74268 -2.13640
H 0.78922 0.08918 1.32770

14
Properties=species:S:1:pos:R:3 method="wB97M-V/def2-TZVPD" smiles=O[C@H]1CCOC1
O 1.00321 -0.94193 -1.51293
C 0.59231 0.21069 -0.81080
C -0.93358 0.09377 -0.47075
C -0.93940 -0.13308 1.05297
O 0.37397 -0.53317 1.38801
C 1.21541 0.26659 0.58238
H 0.14692 -1.36197 -1.57835
H 0.82811 1.09783 -1.41313
H -1.43682 -0.75039 -0.97888
H -1.47594 0.98679 -0.78512
H -1.62168 -0.91798 1.39110
H -1.19539 0.80478 1.56814
H 1.21116 1.31083 0.93716
H 2.23171 -0.13277 0.63021

Density functional theory data (ωB97M-V with the def2-TZVPD basis set) for the molecule C4H8O2 at a distorted geometry.

XYZ file:
```
14
C4H8O2 (ωB97M-V with the def2-TZVPD basis set)
C 1.79703 0.61572 -0.40905
C 0.84923 -0.50030 -0.34950
O -0.67358 -0.57738 1.73636
C -1.32815 -0.85291 0.53864
C -0.57532 -0.15306 -0.58229
O -0.93426 1.21362 -0.65831
H 1.42007 1.60936 -0.15052
H 2.75138 0.41306 0.07458
H 2.01372 0.66701 -1.48875
H 0.20717 -1.00850 1.54069
H -2.31608 -0.44103 0.63675
H -1.41010 -1.92613 0.41135
H -0.83760 -0.58707 -1.55728
H -0.96350 1.52762 0.25735
```

Density functional theory data (ωB97M-V with the def2-TZVPD basis set) for the molecule C4H8O2.

XYZ file:
```
14
C4H8O2 (ωB97M-V with the def2-TZVPD basis set)
C -1.02993 -1.28797 -0.34246
C -0.78312 0.18364 -0.59827
C 0.49276 0.78727 -0.34375
O 0.01798 1.71634 1.04206
C 1.59109 -0.06235 0.21242
O 1.78465 -0.25729 1.39278
H -2.10002 -1.47975 -0.21573
H -0.53377 -1.63940 0.56966
H -0.69082 -1.93035 -1.16587
H -0.88553 1.10975 0.65134
H -1.31944 0.60893 -1.44291
H 0.84411 1.58299 -1.00164
H 0.40378 1.22556 1.79900
H 2.20826 -0.55735 -0.55665
```

14
Properties=species:S:1:pos:R:3 method="wB97M-V/def2-TZVPD" smiles=C[C@H]1O[C@H]1CO
C -0.86804 0.58802 -1.68342
C -0.25808 0.96927 -0.33895
O -1.06915 0.80387 0.82984
C 0.10433 0.03554 0.76333
C 0.06544 -1.47148 0.55566
O 0.57195 -2.37119 1.53585
H -1.08984 -0.47890 -1.74546
H -0.21033 0.84366 -2.52662
H -1.80769 1.13278 -1.84494
H 0.21677 1.95988 -0.36276
H 0.96030 0.30737 1.39768
H 0.79405 -1.44006 -0.24249
H -0.90013 -1.85857 0.19936
H 0.50183 -2.03445 2.43076

Density functional theory data (ωB97M-V with the def2-TZVPD basis set) for the molecule C4H8O2.

XYZ file:
```
14
C4H8O2 (ωB97M-V with the def2-TZVPD basis set)
C -2.34133 0.32187 -0.14053
O -1.09576 -0.24330 -0.45909
C -0.11820 0.02853 0.51036
C 1.16866 -0.59065 0.02161
C 2.13691 0.20027 -0.76932
O 2.29424 -0.38408 0.89692
H -2.72513 -0.05978 0.81867
H -2.28180 1.41928 -0.07945
H -3.03701 0.04655 -0.93646
H -0.39608 -0.40418 1.48703
H 0.02847 1.11292 0.64306
H 1.07719 -1.65831 -0.18136
H 2.54248 0.61274 0.55576
H 2.79379 -0.47650 -1.33465
```

Sequential E_HOMO output: -8.4 -7.8 -9.9 -9.0 -8.1 -9.7 -10.1 -9.9 -8.8 -8.1 -10.1 -9.3 eV
Sequential frontier orbital gap output: 0.294 0.306 0.394 0.163 0.336 0.386 0.414 0.398 0.312 0.321 0.406 0.369 Ha
Sequential ΔE to the lowest compared entry with this formula, charge and spin output: 101.3 144.8 48.2 215.0 132.0 40.8 50.4 33.3 107.5 96.7 56.7 131.3 kcal/mol